Molecular formula: C22H41ClNOP3Zr
Method: DFT, wB97M-V/def2-TZVPD

Positions of all 70 atoms, in Å:
C (-0.987573, 3.570748, 1.214531)
H (-2.218863, 2.434802, 3.597719)
H (0.909132, 1.508540, 3.680324)
Zr (-0.216013, -0.172858, -0.565675)
H (4.251055, -1.670153, -1.740669)
C (-1.378783, -5.839767, 0.700793)
C (0.755341, 2.574748, -1.665732)
H (-1.686685, 3.575280, 0.372017)
C (1.298026, 3.800292, -2.054747)
H (0.650463, -6.517946, 0.717254)
H (-3.296761, -4.823914, 0.859236)
C (1.712443, -2.721414, -2.399667)
H (2.549622, 0.975569, -3.183940)
H (-2.202945, -1.656757, -2.261438)
H (2.600566, -0.542237, -4.175688)
H (-3.079609, 1.698409, 2.215703)
H (-3.555961, 2.610400, -0.516619)
O (0.168829, -1.897085, 0.401001)
P (1.931899, -0.954600, -1.856974)
C (-4.262438, -0.307757, -0.048451)
H (-0.046093, 4.035998, 0.897099)
C (-0.290888, -3.195935, 0.639695)
H (2.822987, 1.657953, 0.750377)
H (0.961449, -2.768180, -3.218164)
H (2.951556, 0.532357, 3.356302)
C (3.617532, -0.968798, -1.172550)
C (2.046305, 0.021802, -3.411018)
H (1.647999, -4.244325, 0.611925)
H (-2.345091, -2.537081, 0.754554)
H (0.794917, 4.354700, -2.849329)
H (0.829894, -0.461584, 4.280337)
P (-2.985216, 0.361311, -1.103222)
C (3.008490, 3.471584, -0.433350)
H (3.263918, -1.105618, 2.545582)
C (-1.680123, -3.423099, 0.744051)
H (-5.210369, 0.237428, 0.181320)
H (1.219961, -1.966151, 3.318521)
H (-0.140714, 2.177765, -2.167865)
C (-0.000346, -5.635734, 0.694697)
P (-0.661610, 1.845957, 1.817081)
H (-4.512346, -1.334502, -0.388040)
H (3.568512, -1.281943, -0.119155)
Cl (4.456027, 3.995912, 0.349500)
H (-1.838780, -6.827407, 0.670423)
H (-2.255602, 2.620238, -1.695835)
H (-3.776175, -0.432547, 0.933006)
C (0.460747, 2.369102, 3.171356)
C (-3.189475, 2.122964, -1.420491)
N (1.286415, 1.814373, -0.688281)
H (4.048532, 0.042423, -1.209451)
C (2.411141, 2.264932, -0.050475)
C (-2.213302, -4.718627, 0.766882)
H (-3.227122, -0.586988, -3.263479)
C (-2.171895, 1.644050, 2.832132)
H (1.028680, 0.255018, -3.774298)
H (-0.107680, 2.967763, 3.902957)
C (1.552525, -1.023514, 3.711255)
H (-1.493855, -0.248113, -3.061365)
C (0.559432, -4.345456, 0.663219)
H (-1.860159, 0.699864, -0.068090)
H (-3.911304, 2.220071, -2.223971)
C (2.699091, -0.520580, 3.266230)
C (-2.401711, -0.602131, -2.524742)
H (1.267660, 2.999601, 2.771443)
H (2.701369, -3.107472, -2.731434)
H (-1.414223, 4.169154, 2.034290)
H (-2.147686, 0.671970, 3.342163)
H (2.936708, 5.196224, -1.739987)
C (2.456870, 4.260918, -1.446516)
H (1.341305, -3.319946, -1.534266)

Forces on atoms 1 to 6 (eV/Å):
0.1 -0.4 -0.7
0.1 -0.2 -0.4
-0.1 0.3 -0.1
4.4 -2.2 3.4
-0.4 0.3 0.1
-0.4 0.7 0.1

As for the charge: +4. The electronic energy is -68642.429 eV. Its multiplicity is 1.

Molecular formula: C22H41F4NO21P2
Method: DFT, wB97M-V/def2-TZVPD

Positions of all 91 atoms, in Å:
H (-2.485185, -6.945812, -0.350191)
O (5.982898, -4.225154, -1.101407)
H (-3.214238, 5.198545, -3.822213)
C (2.331975, 8.035292, 8.388309)
C (7.174595, -3.501854, -1.279778)
C (-0.095667, 0.650017, 6.438073)
C (-2.742916, -7.836695, 0.222522)
O (2.116040, 6.914893, 7.730188)
H (6.359533, -1.670652, -0.167246)
H (-4.951036, 4.404959, -9.713945)
H (0.860031, 9.213913, 6.069393)
O (-0.684653, 0.110639, 3.484657)
H (2.509387, 9.292609, 5.519192)
O (-4.629083, 3.120277, -6.631953)
O (-2.589632, 1.643969, 4.242296)
H (-3.860811, -9.752147, 1.299825)
H (-3.717299, 3.593945, -4.245840)
O (-3.294847, 4.484484, -8.391577)
H (5.672894, 5.703363, -7.389956)
H (-4.280440, -0.164905, 5.626774)
C (3.725498, 6.621334, -6.805596)
O (-2.859227, -0.943616, 4.410796)
O (2.441568, 8.058586, 9.552780)
O (4.712047, 4.804605, -5.803955)
O (5.322530, -2.331529, -1.827566)
H (-4.393085, 6.058715, -9.204588)
O (3.812879, -4.034082, -1.810927)
H (-4.358688, -7.286379, 1.592172)
H (-4.416485, 1.341339, -5.766608)
F (7.997383, -3.533869, -0.307919)
C (5.749722, -5.705943, 4.225660)
H (2.876447, -5.725436, 4.994590)
C (4.912938, -3.598263, -1.579283)
O (-1.404986, 0.183096, 6.106969)
H (-0.606355, -0.579584, 1.529920)
N (-4.570618, -9.205714, 0.833260)
H (-4.554576, -4.019400, -0.541413)
H (-2.467854, -8.554295, -0.550457)
F (2.584566, 6.618825, -7.487040)
H (-4.890402, -0.593489, 4.051999)
H (0.406663, -0.284140, 6.689320)
O (6.810216, -6.359572, 4.049678)
C (-0.992905, 0.246112, 2.127336)
C (-2.951195, 4.343356, -4.444750)
H (1.044257, 6.728157, 6.022140)
P (-3.129329, 3.597657, -7.011655)
C (-4.255703, -7.821105, 0.647949)
H (-2.022248, 0.393383, 1.800466)
O (-2.772889, 4.761201, -5.810122)
H (7.642462, -3.771235, -2.226692)
H (3.993684, -3.132100, 4.199921)
C (4.305108, -4.017308, 4.754471)
H (-4.577230, -1.877877, 5.169183)
C (-4.474186, -5.004063, -0.080892)
H (7.230299, -1.440070, -1.711048)
H (-5.339422, -5.074620, 0.578256)
H (-0.370609, 1.021014, 1.679684)
H (-3.540647, -4.906935, 0.473335)
O (3.430454, 5.069222, -3.821323)
H (-4.468797, 1.256868, -7.559863)
P (-1.914725, 0.361347, 4.543992)
C (6.549225, -2.086024, -1.156981)
O (-4.557056, -6.088911, -1.007996)
C (-4.202059, -0.910418, 4.835472)
O (5.651545, -4.393088, 4.515178)
C (-4.546936, 5.020535, -8.910286)
H (4.134434, 7.616244, -6.981673)
C (4.683564, 5.399330, -7.048046)
H (3.970878, -3.844847, 5.777519)
C (-4.858809, 1.755627, -6.672599)
C (3.536371, -5.325140, 4.224934)
H (-5.411612, 5.179880, -8.266073)
H (-1.994355, -8.006777, 0.996367)
C (3.812626, 5.376430, -4.964670)
H (-0.062522, 1.152811, 7.404616)
H (4.348463, 4.662614, -7.778166)
C (-5.228886, -7.211553, -0.379777)
H (-4.682989, -9.707628, -0.035967)
F (2.966381, 6.840572, 5.664989)
O (2.418688, 9.018512, 7.538616)
H (-5.264582, -7.887668, -1.234002)
O (-2.073947, 2.574516, -7.271098)
H (0.460978, 1.238557, 5.708787)
C (1.860639, 8.826206, 6.260608)
H (-5.937382, 1.598763, -6.685924)
O (3.388730, 6.499007, -5.488646)
H (-2.112669, 3.743457, -4.091073)
O (4.518824, -6.229734, 3.834372)
H (-6.222951, -7.047023, 0.035977)
C (1.956149, 7.221004, 6.359261)
F (2.771153, -4.919137, 3.206979)

Forces on atoms 1 to 6 (eV/Å):
0.2 0.5 0.6
0.4 -3.4 0.9
0.5 0.1 -0.2
0.0 -0.7 0.1
-3.3 3.2 -1.0
0.8 -1.1 1.3

The electronic energy is -97413.133 eV. The SMILES is O=C1OC[C@@H](F)O1.O=C1OC[C@@H](F)O1.O=C1OC[C@@H](F)O1.O=C1OC[C@@H](F)O1.COP(=O)(OC)OC.COP(=O)(OC)OC.COC[C@H](C)N. Its multiplicity is 1.

Molecular formula: C22H41F9N2O3PS
Method: DFT, wB97M-V/def2-TZVPD

Positions of all 79 atoms, in Å:
O (5.226514, 6.745405, 0.284516)
C (4.089070, -5.323701, -0.732625)
C (-7.933700, -1.336302, -2.558165)
H (3.731184, -0.759429, 1.110785)
C (-6.618184, -1.059537, -1.836203)
O (5.883512, 4.948925, 1.993000)
C (3.122769, 1.066645, 0.607450)
H (1.697731, -4.059873, 0.144573)
C (-1.104797, 2.757287, 0.762760)
H (3.215941, -5.016422, -1.315916)
C (-5.999868, 1.791121, 0.490331)
H (-7.061442, -2.133595, -0.029531)
H (2.356191, -2.424591, 0.043041)
H (1.127442, -0.697809, -0.569251)
N (1.929786, 2.193997, -1.066518)
F (-2.087645, 5.172527, -1.507846)
C (-0.521740, 0.650319, -0.618180)
H (3.730352, 0.294780, 2.332018)
H (-7.675609, -0.244949, 1.394825)
H (5.500863, -4.418728, 0.623780)
H (5.498299, 4.218802, 2.490552)
C (5.089352, 4.141664, -0.526010)
H (-8.137377, 1.978284, 0.437715)
F (-1.764553, 2.991143, -1.626430)
H (6.072912, 3.689217, -0.483864)
H (5.026757, 1.944470, 1.097347)
H (-5.923304, 1.661249, 1.572118)
H (3.278114, 4.590841, 1.960453)
F (-2.718089, 1.225531, -0.055886)
H (4.742779, -3.296434, -0.479910)
H (-0.396716, 1.274195, -1.494941)
H (-6.233223, -0.081710, -2.140794)
C (4.946535, -7.204224, 0.767837)
H (1.112140, 2.309234, -1.651811)
C (3.553561, -3.768972, 1.250456)
H (-8.710975, -0.328706, -0.007197)
H (5.311332, -6.529997, 1.544515)
C (-6.731369, -1.130007, -0.314033)
F (-0.115446, 4.304926, -0.952281)
H (-5.830084, 2.846048, 0.267029)
F (-1.680637, 3.058917, 1.918311)
H (-7.795815, -1.308686, -3.639592)
H (3.398005, -7.347515, -0.710355)
O (3.431163, 5.319114, 1.349801)
H (-8.695119, -0.597128, -2.306854)
H (-5.875622, -1.793482, -2.162180)
H (-5.734411, -1.008720, 0.121572)
H (4.669884, -8.140267, 1.252538)
F (-1.401418, 0.602648, 1.543372)
C (2.213246, -3.281785, 0.707327)
N (3.178829, -0.020515, 1.541414)
F (0.221736, 2.830648, 0.931590)
H (-5.198339, 1.220878, 0.022108)
P (4.932633, 5.418531, 0.787169)
H (4.004122, -2.974383, 1.856040)
H (-1.041891, -0.227532, -0.984739)
C (-1.461414, 1.297921, 0.384928)
C (-7.369152, 1.346973, -0.014735)
H (3.385792, -4.603582, 1.933429)
H (2.731074, 3.904259, -1.931082)
C (4.132885, 2.017961, 0.493282)
H (-7.433521, 1.517362, -1.092665)
H (1.555308, -2.972749, 1.521366)
C (3.757421, -6.614396, 0.014828)
H (5.772857, -7.413180, 0.086150)
F (-1.443778, 5.188683, 0.622139)
H (2.929901, -6.447062, 0.710157)
C (1.966657, 1.182547, -0.197664)
S (-1.636434, 4.088228, -0.482713)
C (2.897265, 3.122430, -1.210800)
C (-7.687640, -0.111481, 0.308746)
H (4.952471, 4.695082, -1.445780)
C (0.832396, 0.212444, -0.051080)
C (4.545032, -4.167198, 0.157852)
C (4.032250, 3.077464, -0.414595)
H (4.877873, -5.528444, -1.461906)
H (0.797187, -0.056042, 0.996822)
H (-8.320345, -2.322529, -2.295275)
F (-3.119465, 3.852964, -0.066636)

Forces on atoms 1 to 6 (eV/Å):
0.2 0.0 -0.2
-0.1 0.0 0.0
0.1 0.1 0.0
-0.3 -0.4 0.1
0.0 -0.1 0.0
-0.5 -0.3 -0.3

As for the charge: +1. The electronic energy is -77178.738 eV. Its multiplicity is 1.